1.
Computed, not measured: a cluster of 3 separate species, C8H21FNO4PSi in total, with ωB97M-V/def2-TZVPD.

Geometry as ORCA input:
```
! wB97M-V def2-TZVPD RIJCOSX def2/J DEFGRID3
* xyz 0 1
H 0.36 -1.52 -0.23
C -2.25 0.34 0.71
P -2.41 0.32 -4.73
O -3.59 0.36 -5.82
C 2.78 1.36 4.08
O 1.86 -0.70 3.37
H -3.93 -0.52 -6.03
H -2.03 -1.26 -0.71
H 0.66 0.81 4.11
C 3.26 -0.90 3.57
H 0.77 1.14 0.26
H -1.46 -2.36 -6.10
Si -1.46 -1.71 -4.78
H 0.13 -0.88 1.40
H 3.42 -1.37 4.55
N -2.92 0.57 -3.28
H -2.16 -2.53 -3.78
H -1.21 2.06 -4.61
H -2.08 -1.83 0.96
H -0.02 0.64 -1.24
H 2.76 1.30 5.17
H 4.83 0.54 4.09
H 3.64 -1.57 2.80
H 2.86 2.41 3.79
H 4.12 0.76 2.49
O -1.36 1.39 -5.28
C -0.21 -0.81 0.37
O -1.29 1.29 0.25
F 0.05 -1.49 -4.32
C -0.09 0.61 -0.15
C -1.72 -1.03 0.31
H -3.22 0.57 0.27
H -2.55 1.37 -2.79
H 1.33 1.08 2.49
C 1.55 0.69 3.49
H -2.33 0.43 1.80
C 3.90 0.48 3.52
*
```

HOMO = -9.14 eV
E_tot = -38202.036 eV
structure (SMILES) = N=P(O)(O)[SiH2]F.C1CCOC1.C1CCOC1
molar mass = 273.32 g/mol
HOMO-LUMO gap = 9.4 eV


2.
Computed, not measured: a cluster of 2 separate species, C2H4ClNO2 in total, with ωB97M-V/def2-TZVPD.

Geometry as ORCA input:
```
! wB97M-V def2-TZVPD RIJCOSX def2/J DEFGRID3
* xyz 0 1
Cl -1.73 0.95 -1.27
H -1.09 -1.41 0.87
H 0.45 -1.46 1.11
O 0.75 2.00 -1.05
N -0.22 -1.61 0.46
H 0.56 -0.11 -1.15
C 0.00 0.77 -0.86
O 0.68 1.92 1.33
H 0.02 -2.68 0.37
C 0.58 1.63 0.19
*
```

HOMO = -10.15 eV
E_tot = -20244.307 eV
structure (SMILES) = O=C1O[C@@H]1Cl.N
molar mass = 109.51 g/mol
HOMO-LUMO gap = 10.9 eV


3.
Computed, not measured: a structure of composition C36H51ClIrN5O3S3Sb, with ωB97M-V/def2-TZVPD.

Geometry as ORCA input:
```
! wB97M-V def2-TZVPD RIJCOSX def2/J DEFGRID3
* xyz 1 1
H -0.49 -3.14 4.89
C -2.77 -2.09 -0.53
C -0.86 -2.73 -3.42
C 2.76 -1.43 0.64
H 2.56 2.79 3.02
C 0.49 3.04 -0.96
C 1.60 3.73 -4.52
C 0.36 1.45 3.76
N -3.09 -3.33 -0.11
C 2.74 5.29 1.13
C -2.25 -3.99 0.88
N -4.85 0.36 -2.18
H -3.19 -2.61 -5.88
H 1.79 4.42 -5.33
C -0.77 -1.37 -3.14
N -3.69 -1.47 -1.39
H 1.91 2.08 1.54
H -1.08 -1.86 0.47
C 1.70 0.85 3.32
C 3.27 -0.20 -0.09
N -3.10 0.66 -0.69
H -4.86 1.34 -2.39
C -1.56 1.03 -3.55
C -1.55 -0.45 -3.83
O 0.42 1.68 -0.46
H -0.23 1.79 2.91
H -3.80 4.26 1.23
C -2.98 4.20 0.52
C -1.61 4.57 -1.32
H 1.25 -1.88 -0.87
C -0.84 3.69 -0.63
C 2.55 0.50 4.53
H 1.74 -3.29 0.08
C 0.74 -3.81 2.56
H 0.82 5.12 -2.99
H 4.38 -1.50 2.11
C 2.44 1.86 2.46
C 1.05 4.10 -3.26
H 3.84 0.46 0.56
C 1.88 2.40 -4.60
H -0.24 -3.45 -2.90
H -4.60 -4.75 0.05
H 2.86 6.11 1.82
H -0.24 0.75 4.34
S 1.47 1.59 -3.14
C 0.96 -2.55 3.41
H 3.45 -0.04 4.27
C -2.84 4.87 -0.66
H -0.06 -1.04 -2.39
H 1.99 -0.07 5.27
H 2.47 0.39 -0.54
N -1.72 -1.41 -0.17
H 3.94 -0.52 -0.90
O -1.46 1.43 -2.29
H -2.87 -4.68 1.45
H -3.59 5.54 -1.06
H -3.61 -4.91 -1.41
C 2.14 -2.83 4.33
Ir -1.11 0.49 -0.60
H 4.70 -2.36 0.60
H 2.85 1.43 5.02
C 3.78 4.59 0.60
H 3.63 -3.07 1.80
H -1.35 4.96 -2.29
C -1.76 -3.16 -4.38
H 2.28 -2.07 5.08
O -1.80 1.84 -4.41
H -1.84 -3.27 1.58
H -1.17 -2.07 3.66
C 0.89 3.04 -2.42
C -2.52 -2.26 -5.11
C -0.28 -2.27 4.26
H -4.36 -2.04 -1.87
H 1.95 -3.77 4.87
H 2.82 -2.63 -1.14
H -3.29 1.64 -0.89
H 0.03 -3.65 1.75
C 1.48 4.82 0.66
C 3.92 -2.13 1.34
C -3.84 -0.12 -1.41
H 2.30 1.85 -5.42
H 3.08 -2.96 3.80
C -2.40 -0.90 -4.84
S 3.25 3.38 -0.48
H 0.54 5.25 0.95
Cl -1.91 -4.86 -4.70
S -1.60 3.24 0.86
H -5.27 -0.24 -2.87
H 0.56 2.32 4.40
Sb 1.14 -0.84 2.02
H 0.37 -4.62 3.19
H -2.96 -0.17 -5.41
H 3.44 1.51 2.20
C -4.08 -4.20 -0.73
H -4.85 -3.66 -1.28
C 1.60 3.77 -0.20
H 4.84 4.73 0.77
C 2.09 -2.36 -0.37
H -0.13 -1.42 4.92
H -1.44 -4.56 0.41
H 1.67 -4.15 2.11
*
```

HOMO = -10.20 eV
E_tot = -106150.032 eV
molar mass = 1047.47 g/mol
HOMO-LUMO gap = 6.8 eV


4.
Computed, not measured: a structure of composition C35H34ClIMgN4P, with ωB97M-V/def2-TZVPD.

Geometry as ORCA input:
```
! wB97M-V def2-TZVPD RIJCOSX def2/J DEFGRID3
* xyz 1 1
P 0.04 -1.02 1.52
C -2.39 -1.29 -3.11
C -2.88 -0.30 -3.97
H -0.95 -5.75 0.64
C 1.56 -1.13 2.54
H -3.08 0.41 -6.00
H 4.36 -0.92 5.22
H 0.71 4.82 -3.41
H -3.46 0.52 -3.56
Mg -0.61 -0.55 -1.00
C -2.68 -0.36 -5.35
C 3.46 -1.07 0.76
H -2.73 -2.15 -1.16
H 6.77 -0.57 1.26
H 1.58 1.31 -3.39
C -1.70 -2.36 -3.71
C 2.93 -1.04 2.09
C 3.57 -1.00 4.49
H -4.12 1.52 1.98
C 3.93 -0.93 3.12
H 2.01 -1.24 5.92
N 0.26 1.41 -1.75
C -2.14 -5.02 2.28
N -0.71 3.45 -2.70
H -0.81 1.56 -3.57
H 0.66 1.33 3.26
C -0.72 4.05 -1.36
C 5.72 -0.71 1.51
C 0.23 2.10 -0.41
H 0.62 3.30 -4.32
H -3.08 3.41 3.20
C -1.97 -1.41 -5.89
H 2.37 1.35 -1.81
C -2.31 0.37 1.93
C -1.19 -4.90 1.27
C -2.49 2.54 2.94
H -0.73 1.89 0.09
H 1.77 4.89 -1.29
C 4.78 -0.90 0.48
H -1.34 -3.17 -3.08
I 2.43 -1.59 -1.01
C 2.28 -1.17 4.87
C -0.39 1.36 2.98
H -2.64 -5.97 2.44
H 6.01 -0.65 3.62
H 0.25 -1.30 4.20
C -0.85 2.01 -2.58
C -0.56 -3.68 1.06
C 5.30 -0.75 2.80
C -2.43 -3.93 3.08
C 0.59 3.74 -3.32
H -2.04 -1.87 3.51
C -1.50 -2.43 -5.08
C 1.65 3.81 -1.19
H -0.69 3.31 3.83
C -2.52 -1.18 -1.61
H 1.04 1.70 0.19
C 1.28 -1.21 3.88
N 0.37 3.54 -0.52
C -1.15 2.48 3.30
C -3.07 1.48 2.26
H -0.97 -3.27 -5.52
H -0.63 5.13 -1.45
H 0.18 -3.60 0.27
H -1.67 3.82 -0.87
N 1.71 3.20 -2.53
H 2.47 3.43 -0.58
C -0.85 -2.58 1.86
H -3.17 -4.02 3.88
H -3.30 -0.48 -1.32
H 5.12 -0.94 -0.55
H -2.78 -0.45 1.39
H -1.81 1.77 -2.13
C -1.80 -2.71 2.88
C -0.96 0.29 2.30
C 1.55 1.76 -2.40
Cl -1.69 -1.48 -7.61
*
```

HOMO = -10.04 eV
E_tot = -78159.385 eV
molar mass = 728.32 g/mol
HOMO-LUMO gap = 7.2 eV


5.
Computed, not measured: a cluster of 12 separate species, C44H123N11O12 in total, with ωB97M-V/def2-TZVPD.

Geometry as ORCA input:
```
! wB97M-V def2-TZVPD RIJCOSX def2/J DEFGRID3
* xyz 0 1
H 4.14 -4.47 7.36
H 5.22 6.58 1.48
H 6.91 6.41 1.96
H 2.25 -3.67 0.75
H -9.39 3.60 5.63
C 5.06 0.24 -11.39
H -5.93 -0.09 4.23
C 3.82 -3.40 9.17
H 2.29 -4.60 5.54
H -1.48 -4.87 2.48
O -2.44 2.44 -8.85
H -0.41 -2.99 -10.03
H -2.01 -4.94 -5.86
C -3.39 4.97 -3.11
H 2.64 5.34 7.41
H -7.42 -0.21 5.15
H -3.43 -1.68 7.17
O -0.85 -3.47 -8.06
H -3.57 -4.75 9.69
H 3.93 2.02 3.82
H -0.74 2.87 -7.79
H -3.58 5.40 -4.09
C -2.49 -1.15 7.01
C 0.28 5.60 -2.83
H -7.56 -0.25 3.43
H 3.21 6.00 5.96
N -7.96 2.58 7.87
O -3.09 -2.88 9.68
C -0.39 -3.60 -6.68
H 5.91 1.40 0.62
C -8.17 1.99 6.55
C -2.68 -2.85 -5.53
N -0.98 -4.03 -4.31
H 3.49 -5.46 9.55
O -4.59 -7.82 3.16
H -0.52 2.77 -12.04
H 4.03 -1.43 -13.72
H -3.82 3.97 -3.13
C 0.07 -3.08 -9.06
H 1.25 -3.27 5.53
H 6.76 3.27 2.16
H 5.62 1.14 -11.12
C -4.04 -6.63 2.50
H 2.65 1.15 2.99
H -2.36 -1.90 -5.12
H -1.48 6.81 -2.81
H 1.70 -0.60 -3.51
C -6.99 0.20 4.24
N -0.92 -0.53 0.71
H -2.93 -7.06 5.05
H 5.34 -0.02 -8.72
C -3.21 -4.05 10.43
N -2.49 -4.82 2.54
H -2.89 -4.80 1.61
H -0.69 3.87 -10.08
C 3.00 -4.54 9.85
N -0.46 -0.62 8.07
H 4.00 -1.34 9.29
H 0.11 -2.65 -6.51
H -4.77 -5.83 2.61
C 2.06 3.58 5.46
C -1.05 2.32 -8.68
H 2.47 -0.37 -13.66
H 0.31 0.58 -3.79
H -8.79 2.31 8.37
H -2.88 1.99 -6.86
H -1.23 5.98 -4.26
C -7.11 2.16 5.53
H -3.94 -3.82 11.20
H -0.64 0.02 7.31
H -3.21 -2.74 -6.48
H 0.61 6.67 -0.91
H 0.00 -0.81 0.39
C 1.03 0.16 -3.09
H 1.46 1.99 -9.94
O 1.41 -4.11 0.64
H -0.70 1.29 -8.59
H -1.78 -1.27 -1.05
H 2.92 -4.49 10.94
O 5.99 4.81 0.94
C 2.26 -3.55 5.81
H -7.00 3.23 5.38
H -0.13 1.29 -0.95
H 0.58 4.58 -3.09
H -2.23 -4.14 10.90
O -2.02 4.77 -2.81
C -2.70 -6.15 3.03
C 5.97 5.88 1.85
H -0.09 5.10 -0.65
H 2.95 -2.92 5.25
N 0.63 1.82 4.52
C 2.04 2.18 4.82
H 0.60 1.05 3.87
H -1.18 0.92 -2.36
H 7.90 4.44 1.67
H -1.04 -2.51 9.87
O 4.04 0.05 -10.39
O 2.42 -3.32 7.17
C 0.57 5.65 -1.31
H -1.91 -6.80 2.65
H 0.29 -4.45 -6.64
N 8.44 2.24 0.20
H -2.11 -0.44 9.01
H 1.65 0.98 -2.71
C 6.05 2.13 -0.18
H 1.48 -4.56 -0.20
H -0.71 -3.10 -4.00
H -10.24 2.65 6.85
C -0.63 2.09 -11.19
H -3.09 -5.27 5.05
H -3.34 0.74 -1.26
C 3.76 -3.48 7.62
N 1.08 2.93 -9.94
H 4.42 5.38 6.98
O -7.15 1.62 4.24
C -3.86 -9.03 2.86
H -2.71 -0.12 6.71
H 1.36 3.68 6.29
H -4.21 -9.55 1.97
H 0.42 -2.06 -8.87
O 3.36 3.92 6.03
C -2.85 0.45 -0.32
C 4.42 -0.45 -9.12
C 3.40 5.18 6.65
C -2.65 -6.13 4.54
H -7.15 2.17 8.32
H -4.03 -9.58 3.79
H -2.05 -1.75 6.23
H 5.73 5.52 2.85
H 4.24 1.19 -14.41
C -9.51 2.60 6.05
H -2.78 -8.88 2.89
C -3.16 1.70 -7.88
H 0.88 -3.81 -9.17
N 1.21 6.46 -3.58
C 3.38 -0.74 -13.18
H -3.93 -6.96 1.47
C -1.55 -3.98 -5.64
H 7.41 3.63 -0.82
H -3.61 -0.04 0.29
C -0.62 0.50 -1.52
N 4.99 0.86 -13.82
H 1.57 5.27 -1.09
H -1.60 -3.42 8.49
H 5.73 -0.61 -11.50
H -1.61 -6.03 4.83
H -0.12 -4.54 -4.16
H 4.32 -2.72 7.09
H 0.10 -1.33 7.61
H 1.01 7.44 -3.58
H 1.83 4.39 4.78
C 4.23 0.46 -12.69
H 8.46 1.61 -0.59
H 2.50 1.49 5.52
H 4.88 -3.47 9.42
H 2.51 -1.96 9.15
O 0.32 -0.40 -2.05
H 0.04 2.51 4.08
H 1.41 3.29 -9.05
H -1.69 1.83 -11.25
C 2.87 2.06 3.56
H 3.06 -1.31 -12.31
C -1.57 -0.32 -0.56
H -1.33 -1.38 1.06
H -8.29 0.92 6.68
C -1.16 5.84 -3.18
N 3.38 -2.06 9.65
C 7.03 3.90 1.30
H -6.17 1.85 6.00
H 5.53 1.69 -13.61
C -1.75 -1.21 8.33
H -3.45 -3.18 -4.83
H -10.02 2.05 5.26
H -0.17 1.11 -11.31
H 2.04 -4.66 9.36
C -0.35 2.85 -9.96
H 9.23 2.86 0.06
H -3.91 5.58 -2.37
H 3.55 -0.25 -8.49
H -2.63 1.35 0.24
C -1.82 -2.56 9.12
C 7.26 3.02 0.07
H -4.24 1.80 -8.00
H 4.44 -1.54 -9.12
H 3.50 1.19 -12.33
H 5.17 2.77 -0.30
H -3.00 0.63 -8.00
H 2.11 6.41 -3.12
H 2.60 2.87 2.87
H 6.03 1.55 -1.10
*
```

HOMO = -8.93 eV
E_tot = -88573.219 eV
structure (SMILES) = COC[C@H](C)N.COC[C@H](C)N.COC[C@H](C)N.COC[C@H](C)N.COC[C@H](C)N.COC[C@H](C)N.COC[C@H](C)N.COC[C@H](C)N.COC[C@H](C)N.COC[C@H](C)N.COC[C@H](C)N.O
molar mass = 998.53 g/mol
HOMO-LUMO gap = 8.9 eV


6.
Computed, not measured: a cluster of 2 separate species, C4H14N3S in total, with ωB97M-V/def2-TZVPD.

Geometry as ORCA input:
```
! wB97M-V def2-TZVPD RIJCOSX def2/J DEFGRID3
* xyz 1 1
H 3.61 -0.84 0.62
H -1.45 1.42 -1.14
H 1.88 -2.06 1.33
H -1.70 0.20 1.63
C 1.81 -0.38 0.22
H -1.02 -1.51 -1.04
H -1.10 3.13 1.34
C -1.61 1.57 -0.06
H 3.19 -1.02 -0.93
C -1.40 0.20 0.60
C -0.67 2.68 0.43
H 0.37 2.30 0.59
N 1.54 -2.02 0.38
H 1.91 1.36 -0.74
H -2.59 1.96 0.01
H -0.32 0.07 0.66
H 1.40 0.22 -1.63
H 0.53 -1.99 0.40
N 1.09 0.77 -0.84
N 3.18 -0.35 -0.11
H -0.61 3.52 -0.27
S -2.10 -1.25 -0.25
*
```

HOMO = -12.58 eV
E_tot = -19667.528 eV
molar mass = 136.24 g/mol
HOMO-LUMO gap = 4.3 eV


7.
Computed, not measured: a cluster of 2 separate species, C2H7NO2 in total, with ωB97M-V/def2-TZVPD.

Geometry as ORCA input:
```
! wB97M-V def2-TZVPD RIJCOSX def2/J DEFGRID3
* xyz 0 1
C -0.66 -0.16 -1.39
H 1.60 1.76 2.27
H 0.53 -1.92 -1.83
H -0.18 0.62 0.40
H 0.52 1.11 3.29
O 0.91 1.16 2.44
N -0.69 0.77 -0.43
H -0.83 -2.15 -0.58
C 0.05 -1.49 -0.99
H 0.72 -1.44 -0.16
O -1.18 -0.06 -2.50
H -0.79 1.79 -0.52
*
```

HOMO = -9.48 eV
E_tot = -7772.716 eV
structure (SMILES) = CC(N)=O.O
molar mass = 77.08 g/mol
HOMO-LUMO gap = 10.0 eV


8.
Computed, not measured: a structure of composition C23H18BrCsNO2S, with ωB97M-V/def2-TZVPD.

Geometry as ORCA input:
```
! wB97M-V def2-TZVPD RIJCOSX def2/J DEFGRID3
* xyz -1 1
H 2.78 -2.85 -7.54
C -1.07 2.26 3.88
H 1.79 -2.83 1.51
Br 2.22 0.66 0.99
H -2.26 1.86 -1.25
C -2.90 2.50 0.68
H -1.82 2.66 4.56
H -2.41 -0.72 5.32
O 2.44 0.07 -4.21
C 2.52 -1.57 -5.87
H 0.38 1.94 5.42
C -1.38 2.17 2.50
H 1.41 -1.63 2.77
C -0.70 1.49 0.17
C -1.34 -1.39 3.59
C -0.21 -2.11 1.45
N 2.84 -0.32 -5.39
C 4.05 0.27 -7.36
C -0.43 1.65 1.57
C 0.82 1.29 2.14
C 3.02 -1.87 -7.16
C -3.55 -0.46 3.53
H -3.36 3.02 2.71
H 4.63 1.01 -7.90
C 3.76 -0.99 -7.90
H -2.47 -1.22 0.41
C -2.63 2.61 2.01
H 2.10 1.09 3.83
C -2.43 -0.85 4.25
H 0.81 -3.29 2.92
Cs 0.88 -0.56 -2.07
C -3.57 -0.59 2.14
C -1.95 1.93 -0.20
S 1.59 -2.67 -4.97
H 4.12 -1.27 -8.88
H -4.40 -0.02 4.04
C 1.03 -2.49 2.21
C 3.57 0.56 -6.12
H 3.73 1.50 -5.61
H -0.46 -1.67 4.15
O -0.29 -2.29 0.25
C -2.48 -1.13 1.49
C 1.12 1.37 3.47
H -3.86 2.83 0.29
C -1.36 -1.54 2.21
C 0.15 1.87 4.36
H -4.43 -0.25 1.58
*
```

HOMO = -3.87 eV
E_tot = -111154.075 eV
molar mass = 585.28 g/mol
HOMO-LUMO gap = 6.1 eV